Arrangement i

The following is a DFT calculation (ωB97M-V/def2-TZVPD) of a 2-piece molecular cluster, C9H11NS overall.

Last column: Löwdin charge in e.
Element x y z (Å)
C -0.72897 1.56914 0.73224  -0.03
H -2.75381 -2.02126 -0.98545  0.10
C -0.65185 0.24801 0.18108  -0.20
C 0.19195 2.51871 0.40213  -0.09
C -2.38102 -1.86165 0.01825  -0.09
C 1.38064 0.94088 -0.96988  -0.20
N 3.64734 -1.66446 -0.33779  -0.46
H 3.23370 -2.57730 -0.45487  0.02
C -3.04545 -0.79133 0.86773  -0.10
H 2.20260 0.71082 -1.63177  0.09
C -1.70895 -0.60557 0.31923  -0.17
H -3.15966 -0.96433 1.93099  0.10
C 1.23511 2.22538 -0.48457  -0.10
C 0.51287 -0.06825 -0.58859  -0.11
H 1.92807 2.99713 -0.77350  0.10
H 0.11243 3.51668 0.80955  0.10
H 0.60537 -1.06753 -0.98872  0.10
S 2.97481 -0.69765 0.84389  0.60
H -2.04247 -2.77155 0.49569  0.10
H 3.87312 -1.20714 -1.21009  0.02
H -1.55768 1.80199 1.38204  0.11
H -3.86816 -0.23072 0.44242  0.10

Computed properties:
Charge ... 0
HOMO energy (spin up / spin down) ... -0.251 / -0.288 Ha
HOMO-LUMO gap (spin up / spin down) ... 6.302 / 7.504 eV

***

Arrangement ii

The following is a DFT calculation (ωB97M-V/def2-TZVPD) of C9H11NS as an isolated structure.

Last column: Löwdin charge in e.
Element x y z (Å)
H 1.86549 2.57236 0.68499  0.06
S 0.97057 -1.34215 0.77125  0.98
H 3.07968 1.09783 -1.12213  0.12
H -1.20571 0.23516 1.18618  0.16
C -1.59871 -0.55859 0.49502  -0.29
C -3.02282 -1.02200 0.79545  -0.03
H -2.94115 -1.37189 1.78339  0.07
C 2.71538 0.66361 -0.18447  -0.22
H -2.30304 0.10601 -2.67678  0.12
H 2.39134 1.44773 1.89134  0.05
C -0.69257 -1.71924 0.22907  -0.37
H -3.72052 -0.23084 0.50260  0.09
C -1.34635 0.01344 -2.13848  -0.06
H 3.42651 -0.01723 0.12402  0.07
C 0.29528 0.20490 -1.06271  -0.25
H -3.31386 -1.82367 0.22853  0.05
C 1.38102 -0.00940 -0.34044  -0.44
N -0.38025 0.84667 -2.27607  0.15
H 3.61666 2.31948 1.02028  0.10
C 2.58265 1.80292 0.90338  -0.09
H -0.88192 -2.68192 -0.00581  0.07
C -0.91768 -0.53318 -0.80860  -0.33

Computed properties:
Charge ... 0
HOMO energy ... -0.291 Ha
HOMO-LUMO gap ... 8.709 eV

***

arrangement i ends up most stable, edging out the next structure by 82.9 kJ/mol.

***

Arrangement i

The following is a DFT calculation (ωB97M-V/def2-TZVPD) of a single CH2F2N2 molecule.

Last column: Löwdin charge in e.
Element x y z (Å)
N 0.70192 0.35751 -0.01610  0.06
H -0.03008 -1.23617 0.39816  0.18
F -2.68792 -0.88429 0.03738  0.13
C -1.65902 -0.05973 -0.14789  -0.43
H 0.52695 1.35972 -0.34900  0.09
F -2.05771 1.19936 0.02555  0.10
N -0.39154 -0.28970 0.10628  -0.12

Computed properties:
Charge ... 0
Spin multiplicity ... 3
HOMO energy (spin up / spin down) ... -0.234 / -0.415 Ha
HOMO-LUMO gap (spin up / spin down) ... 7.500 / 10.594 eV

***

Arrangement ii

The following is a DFT calculation (ωB97M-V/def2-TZVPD) of CH2F2N2 as an isolated structure.

Last column: Löwdin charge in e.
Element x y z (Å)
C 0.12216 -0.66980 -0.03586  -0.25
N 0.79533 -0.58652 0.95189  0.05
F -0.13981 1.84586 0.29537  -0.03
H -0.27220 -1.27347 -0.90087  0.10
H 1.27982 -1.26675 1.59504  0.10
F -0.88084 1.11828 -1.59914  0.02
N -0.90446 0.83241 -0.30642  0.02

Computed properties:
Charge ... 0
Spin multiplicity ... 3
HOMO energy (spin up / spin down) ... -0.200 / -0.406 Ha
HOMO-LUMO gap (spin up / spin down) ... 6.696 / 8.397 eV

***

arrangement i ends up most stable, edging out the next structure by 414.2 kJ/mol.

***

Arrangement i

The following is a DFT calculation (ωB97M-V/def2-TZVPD) of a single C8H11NO3 molecule.

Last column: Löwdin charge in e.
Element x y z (Å)
O 3.08931 -0.65684 0.74948  -0.08
H 2.66620 -2.12784 -0.56668  0.11
H 2.81378 -0.49051 -1.22629  0.12
H 0.37156 -3.06915 -0.37813  0.10
H -3.51365 0.22066 1.10050  0.10
C 0.00287 -2.04748 -0.32450  -0.08
O -1.70075 1.66270 0.13839  0.09
C -1.86657 -0.66283 -0.01908  -0.24
H 1.51920 1.71144 1.12779  0.14
O 0.56883 2.72942 -0.43302  -0.09
H -3.90506 -0.03128 -0.56718  0.07
C 2.39725 -1.09676 -0.40211  -0.23
C 0.32753 0.33249 -0.07990  -0.07
H -1.12238 2.39693 -0.09515  0.08
H 1.14884 3.50455 -0.26792  0.12
N -1.36754 -1.89654 -0.20396  0.09
C 1.26161 1.55532 0.04940  -0.14
C -3.38078 -0.54140 0.25081  -0.03
H -3.87431 -1.51667 0.48069  0.08
C 0.87669 -0.95105 -0.29651  -0.15
H 2.57178 -1.00444 1.52209  0.12
C -1.06134 0.51900 0.02006  -0.24
H 2.17693 1.46028 -0.57877  0.12

Computed properties:
Charge ... 0
SMILES ... Cc1ncc(CO)c(CO)c1O
HOMO energy ... -0.313 Ha
HOMO-LUMO gap ... 8.879 eV

***

Arrangement ii

The following is a DFT calculation (ωB97M-V/def2-TZVPD) of a single C8H11NO3 molecule.

Last column: Löwdin charge in e.
Element x y z (Å)
O 0.94610 3.15728 1.09319  -0.07
C 0.92429 2.34116 -0.22176  -0.37
H -1.27562 0.04986 2.55476  0.07
N 2.06743 2.91231 1.92097  0.07
C 0.17353 -0.17391 -0.72043  -0.45
O 1.20376 3.05501 -1.19870  0.07
H -1.94796 0.25340 -0.96100  0.12
C 2.89247 1.98639 1.54216  -0.20
H 2.40748 3.84886 2.24719  0.20
H -2.07504 -0.17074 1.10761  0.05
C -1.01723 -0.03564 -1.58293  -0.02
C -1.27482 0.35106 1.53420  -0.03
H 1.71761 -0.84633 -2.04103  0.06
H -1.17669 -0.98579 -2.02854  0.07
C 0.69045 1.02131 0.04180  -0.04
H 0.65386 -0.60634 1.46380  0.14
H 1.75423 -1.45670 -0.16290  0.14
C 1.17103 -1.22948 -1.23195  -0.01
O 3.86746 1.35286 1.71396  0.18
H -1.45688 1.36285 1.42621  0.06
H 0.71902 -2.17841 -1.55784  0.08
H -0.71289 0.64018 -2.36462  0.09
C -0.00405 -0.05358 0.76937  -0.21

Computed properties:
Charge ... 0
HOMO energy (spin up / spin down) ... -0.285 / -0.318 Ha
HOMO-LUMO gap (spin up / spin down) ... 6.100 / 8.095 eV

***

arrangement i ends up most stable, edging out the next structure by 636.8 kJ/mol.

***

Arrangement i

The following is a DFT calculation (ωB97M-V/def2-TZVPD) of C5H8O4 as an isolated structure.

Last column: Löwdin charge in e.
Element x y z (Å)
C -0.61183 0.29017 -0.45805  -0.23
O 0.39830 -1.74879 1.27874  0.19
O 1.78516 -0.45818 -0.85276  0.07
H -0.37538 -0.98436 -2.15334  0.08
H -1.03326 -1.78569 -0.74212  0.07
C -1.05036 -0.85472 -1.30782  -0.06
H -2.27720 1.55880 -0.64625  0.07
C -1.28445 1.40752 -0.24360  0.07
H 2.20803 0.18994 -1.43163  0.12
H 1.14451 1.32266 1.68267  0.21
H -2.05882 -0.68211 -1.68451  0.08
H -0.86844 2.20755 0.35226  0.07
C 0.65988 -0.46232 1.27379  -0.38
O 0.76590 0.24529 2.31761  0.10
O 1.45174 1.48927 0.41131  -0.06
C 1.02336 0.28877 0.03542  -0.58
H 0.12285 -2.02382 2.16830  0.16

Computed properties:
Charge ... 0
HOMO energy ... -0.343 Ha
HOMO-LUMO gap ... 9.740 eV

***

Arrangement ii

The following is a DFT calculation (ωB97M-V/def2-TZVPD) of a 2-piece molecular cluster, C5H8O4 overall.

Last column: Löwdin charge in e.
Element x y z (Å)
C -1.26218 1.24470 0.46190  -0.44
H -2.28298 -0.28921 -0.66569  0.09
O -1.61028 2.15269 1.19852  0.07
H 0.99132 0.31160 0.74718  0.14
H 3.23467 -1.45577 0.57606  0.12
H 0.33784 2.47049 -0.33365  0.14
O 0.99274 -1.74367 1.16685  0.05
C -2.03677 -0.04757 0.37044  0.00
H -2.95445 0.06189 0.94481  0.09
H 1.14723 -0.92206 -2.18951  0.11
H -1.45076 -0.86850 0.79025  0.08
O 0.44270 0.74985 -1.34095  -0.04
O 2.79794 -0.60406 0.40293  0.07
C -0.03033 1.45220 -0.31993  -0.08
H -0.31478 -1.18208 -1.08414  0.08
C 1.47262 -0.75907 0.65273  -0.48
C 0.52549 -0.57144 -1.37779  0.00

Computed properties:
Charge ... 0
HOMO energy (spin up / spin down) ... -0.323 / -0.322 Ha
HOMO-LUMO gap (spin up / spin down) ... 7.798 / 7.831 eV

***

arrangement i ends up most stable, edging out the next structure by 186.6 kJ/mol.

***

Arrangement i

The following is a DFT calculation (ωB97M-V/def2-TZVPD) of a 2-piece molecular cluster, C4H13N2O2 overall.

Last column: Löwdin charge in e.
Element x y z (Å)
C 0.09733 0.45060 -0.07397  -0.47
H -0.94285 0.33746 0.45890  0.31
H 0.54724 2.06564 1.01611  0.18
H 1.62043 1.87737 -1.71116  0.14
N 0.84320 1.58544 0.16274  0.09
H 2.10277 3.03506 -0.57477  0.13
H -0.72682 2.75988 -1.73986  0.07
O -1.48248 -4.32892 1.68167  -0.04
N -0.10688 -2.02146 0.57591  0.04
H 1.66359 -1.19644 0.01363  0.16
H 0.92657 -0.51291 1.53166  0.14
O -0.76752 0.30559 -1.01794  0.21
H -1.10165 -5.18445 1.50199  0.04
H -0.42406 3.89102 -0.56747  0.08
C 1.21115 2.49054 -0.89928  -0.21
H 0.45360 4.07712 -2.17326  0.09
C 0.75232 -0.84348 0.49666  -0.12
H -0.45402 -2.18528 1.50729  0.07
H -0.89525 -1.93351 -0.07347  0.09
C 0.08885 3.41028 -1.40679  -0.05
H -2.19934 -4.44548 2.30108  0.04

Computed properties:
Charge ... +1
HOMO energy ... -0.515 Ha
HOMO-LUMO gap ... 6.286 eV

***

Arrangement ii

The following is a DFT calculation (ωB97M-V/def2-TZVPD) of a 2-piece molecular cluster, C4H13N2O2 overall.

Last column: Löwdin charge in e.
Element x y z (Å)
O 0.74480 0.12808 -1.88355  0.08
C -2.45971 -0.80804 0.25368  0.02
H -2.51167 -1.23948 1.24129  0.10
H 2.42876 2.12337 -1.11264  0.14
C -0.36873 0.87084 1.54911  -0.03
N 1.59286 1.84770 -0.61691  0.22
H -1.17894 1.42865 -0.24370  0.17
H 0.66846 0.93872 1.88840  0.09
H -0.98903 0.11179 2.06340  0.09
H 1.75163 -2.11213 1.80937  0.07
H -3.02389 -1.40894 -0.45945  0.11
H 1.51068 2.41885 0.21036  0.12
H -0.35072 -1.37923 -0.02124  0.13
C -0.38978 0.68670 0.03252  -0.22
H -0.92796 1.69758 1.96493  0.09
H 1.54780 -2.91779 0.50913  0.06
O 1.21324 -2.16481 1.00069  -0.04
H -2.85625 0.21269 0.33392  0.11
C 0.81855 0.79523 -0.85929  -0.50
H -1.20596 -0.83520 -1.25186  0.16
N -1.05221 -0.66415 -0.25691  0.03

Computed properties:
Charge ... +1
HOMO energy ... -0.524 Ha
HOMO-LUMO gap ... 11.364 eV

***

arrangement ii ends up most stable, edging out the next structure by 535.8 kJ/mol.

***

Arrangement i

The following is a DFT calculation (ωB97M-V/def2-TZVPD) of a 2-piece molecular cluster, C4H13N2O2 overall.

Last column: Löwdin charge in e.
Element x y z (Å)
H 3.71939 2.06074 -1.90189  0.07
H 1.82600 0.37689 -0.22196  0.14
N -2.06615 -1.48520 0.86615  0.05
C 0.66125 1.91446 0.46911  0.01
H 0.17700 -1.15793 -0.77170  0.14
C -0.16160 -0.31521 -0.18148  -0.04
N 0.98913 0.46608 0.35501  0.00
O 3.43638 1.39037 -1.25120  -0.05
H -2.23614 -3.13422 -0.39723  0.09
C -2.51745 -2.09451 -0.37800  -0.03
O -0.68017 -0.23417 2.10402  0.06
H -0.12720 1.99749 1.18397  0.10
H 3.87848 0.60783 -1.61058  0.06
H 1.55047 2.45225 0.79847  0.11
H 1.11229 0.22407 1.34819  0.17
H -2.05379 -1.59914 -1.22964  0.08
C -1.02078 -0.68244 1.01371  -0.47
H -0.65673 0.35116 -0.88821  0.14
H 0.43171 2.29511 -0.52111  0.11
H -3.59219 -1.94617 -0.46419  0.10
H -2.66990 -1.48747 1.67857  0.17

Computed properties:
Charge ... +1
HOMO energy ... -0.509 Ha
HOMO-LUMO gap ... 10.919 eV

***

Arrangement ii

The following is a DFT calculation (ωB97M-V/def2-TZVPD) of a 2-piece molecular cluster, C4H13N2O2 overall.

Last column: Löwdin charge in e.
Element x y z (Å)
H -0.26072 0.84693 0.75235  0.09
H 3.80265 0.93120 0.01342  0.13
O 1.36609 1.15704 0.44243  0.06
O 1.12172 0.43356 -1.64220  0.12
H -1.38270 0.44635 1.94660  0.17
C -1.69422 -0.64575 0.19100  -0.40
H -1.21353 -2.05640 1.74578  0.09
H -1.04440 -2.69300 0.11083  0.10
H 3.59843 0.62269 -1.65912  0.12
N 3.21810 0.57079 -0.73024  0.20
H 1.59372 -0.14767 -2.25221  0.13
H -1.42753 -0.44865 -0.84301  0.14
C -3.19313 -0.82352 0.34439  -0.04
C 1.88802 0.75875 -0.58098  -0.62
H -3.46183 -0.99063 1.38594  0.09
H -3.74968 0.02717 -0.04112  0.09
H 0.18013 -1.59898 0.75609  0.08
H -1.85507 1.39204 0.68445  0.17
C -0.89003 -1.81429 0.73274  -0.04
H -3.49228 -1.72830 -0.17500  0.10
N -1.26388 0.59822 0.94435  0.20

Computed properties:
Charge ... +1
HOMO energy ... -0.543 Ha
HOMO-LUMO gap ... 12.002 eV

***

arrangement ii ends up most stable, edging out the next structure by 120.3 kJ/mol.